(1)
Below is a cluster of 10 separate species, C39H72O22S6 in total, with properties calculated with wB97M-V/def2-TZVPD.

Results
HOMO-LUMO gap in eV: 9.75
SMILES string: C[C@H]1COC(=O)O1.C[C@H]1COC(=O)O1.C[C@H]1COC(=O)O1.O=S1(=O)CCCC1.O=S1(=O)CCCC1.O=S1(=O)CCCC1.O=S1(=O)CCCC1.O=S1(=O)CCCC1.O=S1(=O)CCCC1.CC(C)=O
HOMO energy in eV: -9.82
E_tot in Ha: -5573.413453

Geometry as ORCA input:
```
! RIJCOSX wB97M-V def2-TZVPD def2/J DEFGRID3
* xyz 0 1
C -3.422 -5.026 0.030
C -3.897 -4.552 1.381
C -4.733 -3.355 1.375
O -5.960 -3.665 1.936
C -6.006 -5.040 2.211
O -7.044 -5.632 2.632
O -4.834 -5.630 1.791
H -2.768 -5.898 0.065
H -2.865 -4.275 -0.531
H -4.189 -5.200 -0.725
H -3.155 -4.501 2.178
H -4.913 -2.910 0.396
H -4.202 -2.569 1.913
C -6.974 -1.133 -2.103
C -5.883 -0.341 -2.927
C -4.956 0.516 -2.041
O -3.757 0.318 -2.694
C -3.697 -0.859 -3.378
O -2.677 -1.320 -3.863
O -4.994 -1.265 -3.554
H -6.664 -1.324 -1.075
H -7.247 -2.152 -2.376
H -7.889 -0.562 -1.948
H -6.249 0.345 -3.691
H -4.999 0.164 -1.011
H -5.308 1.537 -1.897
C 3.153 -3.730 3.047
C 4.488 -4.154 2.368
C 5.528 -3.013 2.172
O 6.733 -3.555 2.753
C 6.481 -4.715 3.365
O 7.333 -5.427 3.826
O 5.205 -5.011 3.160
H 2.621 -4.477 3.637
H 2.445 -3.336 2.317
H 3.360 -2.961 3.791
H 4.294 -4.588 1.388
H 5.347 -2.040 2.629
H 5.704 -2.844 1.110
O 0.945 -3.321 -5.207
S 1.228 -3.008 -3.766
O 1.407 -1.681 -3.303
C -0.011 -3.917 -2.684
C 0.719 -4.676 -1.620
C 2.253 -4.334 -1.625
C 2.582 -4.154 -3.097
H -0.609 -4.559 -3.331
H -0.505 -3.021 -2.308
H 0.163 -4.362 -0.737
H 0.472 -5.731 -1.740
H 2.798 -5.077 -1.043
H 2.426 -3.379 -1.130
H 2.316 -5.022 -3.700
H 3.611 -3.889 -3.338
O 0.309 4.573 -3.000
S 0.598 3.536 -4.032
O 1.875 3.578 -4.714
C 0.166 1.850 -3.536
C -0.381 1.282 -4.842
C -1.299 2.254 -5.568
C -0.767 3.693 -5.290
H -0.643 1.917 -2.808
H 1.036 1.373 -3.084
H 0.481 1.037 -5.461
H -0.791 0.311 -4.564
H -2.314 2.023 -5.245
H -1.293 2.041 -6.637
H -1.519 4.300 -4.785
H -0.537 4.335 -6.141
O 1.155 5.281 1.758
S 1.580 3.923 1.911
O 0.806 2.738 1.536
C 3.229 3.710 1.070
C 4.192 4.436 2.031
C 3.853 3.798 3.393
C 2.321 3.786 3.510
H 3.103 4.150 0.081
H 3.485 2.651 1.069
H 5.220 4.494 1.674
H 4.037 5.493 2.250
H 4.293 4.506 4.094
H 4.293 2.869 3.754
H 2.003 4.647 4.097
H 1.836 2.983 4.065
O 4.175 0.325 -3.376
S 4.874 -0.601 -2.466
O 5.393 -1.897 -2.907
C 6.224 0.121 -1.408
C 5.618 0.618 -0.121
C 4.166 0.072 -0.017
C 3.735 -0.995 -1.015
H 6.734 0.924 -1.941
H 7.042 -0.599 -1.369
H 6.239 0.124 0.627
H 5.623 1.707 -0.097
H 3.522 0.939 -0.166
H 3.930 -0.365 0.953
H 2.691 -1.157 -1.285
H 4.065 -1.905 -0.515
O 1.371 1.525 6.106
S 0.780 0.379 5.422
O 1.523 -0.625 4.661
C -0.608 -0.385 6.430
C -1.933 -0.241 5.625
C -1.573 -0.066 4.156
C -0.523 1.008 4.229
H -0.709 0.257 7.306
H -0.353 -1.359 6.847
H -2.584 -1.116 5.610
H -2.548 0.523 6.101
H -2.458 0.096 3.540
H -1.197 -1.068 3.945
H -0.728 1.909 4.807
H -0.071 1.265 3.272
O -2.830 3.110 0.154
S -2.796 3.983 -0.971
O -2.755 3.388 -2.325
C -4.396 4.858 -0.781
C -4.075 6.364 -1.070
C -2.709 6.640 -0.371
C -1.766 5.478 -0.742
H -4.488 4.840 0.305
H -5.351 4.384 -1.008
H -3.928 6.352 -2.150
H -4.847 7.074 -0.773
H -2.727 6.665 0.719
H -2.436 7.664 -0.626
H -0.867 5.393 -0.132
H -1.452 5.689 -1.764
C -1.874 0.235 -0.045
C -1.178 -1.068 0.254
C 0.264 -0.813 0.700
O -1.701 -2.115 0.044
H -1.347 1.099 0.361
H -2.922 0.207 0.252
H -1.672 0.316 -1.114
H 0.289 -0.253 1.635
H 0.954 -0.343 -0.001
H 0.656 -1.814 0.881
*
```



(2)
Below is a cluster of 4 separate species, C39H73B3ClIN5O9P in total, with properties calculated with wB97M-V/def2-TZVPD.

Results
HOMO-LUMO gap (spin up / spin down) in eV: 6.21 / 5.82
HOMO energy (spin up / spin down) in eV: -4.33 / -4.33
E_tot in Ha: -3654.721691

Geometry as ORCA input:
```
! RIJCOSX wB97M-V def2-TZVPD def2/J DEFGRID3
* xyz -1 4
C 4.630 1.978 4.943
B 4.192 1.092 3.708
O 5.175 0.586 2.864
B 2.541 0.793 3.351
I 1.868 -0.407 5.192
O 1.820 2.097 3.131
C 1.541 2.156 1.781
P 3.008 2.713 0.763
O 2.132 3.426 -0.448
Cl 3.593 4.352 1.927
C 1.176 0.677 1.460
C 1.182 0.351 -0.059
C 2.326 -0.603 -0.393
C 2.227 -1.059 -1.817
O 1.189 -1.384 -2.312
N 3.421 -1.112 -2.576
C 3.565 -0.142 -3.597
C 2.544 0.172 -4.489
C 2.772 1.119 -5.484
C 3.997 1.761 -5.621
C 5.010 1.465 -4.715
C 4.788 0.526 -3.714
B -0.316 0.485 2.017
N -1.395 1.426 1.646
O -0.647 -0.552 2.860
O 2.226 0.032 2.140
H 5.618 1.742 5.343
H 3.894 1.992 5.738
H 4.681 3.000 4.560
H 5.955 0.317 3.358
H 0.765 2.883 1.534
H 2.778 3.830 -1.035
H 0.251 -0.118 -0.367
H 1.312 1.241 -0.667
H 2.270 -1.485 0.239
H 3.279 -0.127 -0.185
H 4.231 -1.138 -1.975
H 1.589 -0.313 -4.402
H 1.976 1.343 -6.177
H 4.167 2.476 -6.408
H 5.969 1.949 -4.783
H 5.581 0.313 -3.012
H -1.389 1.632 0.655
H -1.337 2.294 2.167
H -0.671 -1.403 2.417
C 1.991 -8.430 4.295
C 2.952 -7.356 4.871
C 2.501 -6.938 6.274
C 1.249 -6.063 6.280
C 1.427 -4.859 5.356
C 1.840 -5.254 3.939
N 3.022 -6.174 3.962
O 4.104 -5.508 4.187
C 0.646 -5.912 3.221
C 2.160 -4.000 3.140
C 4.320 -8.019 4.972
H 1.041 -8.476 4.827
H 1.783 -8.257 3.241
H 2.437 -9.422 4.355
H 3.312 -6.388 6.760
H 2.333 -7.837 6.873
H 0.371 -6.647 5.989
H 1.058 -5.714 7.297
H 0.501 -4.284 5.307
H 2.180 -4.188 5.779
H 0.944 -6.291 2.242
H -0.135 -5.169 3.064
H 0.189 -6.727 3.779
H 2.918 -3.384 3.617
H 1.266 -3.384 3.053
H 2.502 -4.248 2.132
H 4.691 -8.306 3.986
H 4.234 -8.920 5.580
H 5.059 -7.374 5.443
C -3.267 0.583 -9.174
C -1.798 0.908 -8.792
C -1.718 2.271 -8.102
C -1.906 3.452 -9.053
C -0.943 3.351 -10.234
C -1.037 2.011 -10.965
N -0.924 0.872 -10.004
O 0.309 0.706 -9.664
C -2.360 1.950 -11.750
C 0.066 1.914 -12.011
C -1.369 -0.168 -7.802
H -3.911 1.464 -9.166
H -3.334 0.122 -10.158
H -3.699 -0.133 -8.477
H -0.742 2.369 -7.617
H -2.464 2.309 -7.306
H -2.941 3.505 -9.403
H -1.722 4.382 -8.512
H -1.140 4.156 -10.946
H 0.080 3.498 -9.874
H -2.499 0.965 -12.198
H -2.339 2.680 -12.559
H -3.237 2.180 -11.150
H 1.055 2.055 -11.580
H -0.079 2.691 -12.762
H 0.045 0.946 -12.514
H -1.383 -1.157 -8.262
H -2.058 -0.179 -6.958
H -0.372 0.010 -7.403
C -4.911 4.812 6.503
C -4.755 4.440 5.004
C -6.060 3.849 4.465
C -6.342 2.432 4.960
C -5.146 1.520 4.690
C -3.836 2.070 5.254
N -3.623 3.486 4.817
O -3.213 3.521 3.595
C -3.856 1.963 6.791
C -2.673 1.201 4.795
C -4.466 5.745 4.271
H -5.772 4.333 6.970
H -4.024 4.550 7.075
H -5.041 5.887 6.625
H -6.020 3.834 3.372
H -6.887 4.511 4.735
H -6.590 2.438 6.025
H -7.223 2.039 4.446
H -5.325 0.531 5.118
H -5.041 1.376 3.610
H -2.976 2.442 7.221
H -3.835 0.913 7.080
H -4.743 2.394 7.253
H -2.624 1.107 3.714
H -2.780 0.195 5.199
H -1.720 1.600 5.148
H -3.525 6.183 4.606
H -5.267 6.454 4.478
H -4.416 5.611 3.192
*
```



(3)
Below is a cluster of 4 separate species, C39H73F9N4O16P3 in total, with properties calculated with wB97M-V/def2-TZVPD.

Results
HOMO-LUMO gap in eV: 7.07
HOMO energy in eV: -11.20
E_tot in Ha: -4875.423218

Geometry as ORCA input:
```
! RIJCOSX wB97M-V def2-TZVPD def2/J DEFGRID3
* xyz 1 1
C 1.376 3.131 4.781
N -0.103 3.111 4.848
C -0.591 1.731 4.914
O -0.283 0.951 3.741
C -1.013 1.309 2.671
O -1.931 2.094 2.696
C -0.588 0.658 1.351
C 0.715 0.191 1.216
C 1.126 -0.385 0.038
C 2.590 -0.827 -0.002
N 2.860 -1.809 1.024
C 2.461 -3.170 0.643
N 0.277 -0.517 -0.995
C 0.757 -1.159 -2.243
C 1.350 -0.081 -3.170
C 1.799 -0.656 -4.551
C 1.145 0.071 -5.735
O 0.064 -0.689 -6.321
C -1.153 -0.095 -6.141
O -1.467 0.965 -6.616
C -0.991 -0.066 -0.897
C -1.970 -0.171 -2.066
C -2.528 -1.608 -2.279
C -3.951 -1.834 -1.756
F -4.600 -2.606 -2.670
F -4.663 -0.690 -1.700
C -4.036 -2.476 -0.334
F -3.159 -1.899 0.507
F -5.265 -2.176 0.141
C -3.948 -4.032 -0.288
F -5.003 -4.618 -0.850
F -4.010 -4.360 1.027
C -2.621 -4.662 -0.805
F -2.514 -4.679 -2.128
F -1.566 -4.084 -0.211
F -2.608 -5.939 -0.403
C -1.460 0.533 0.253
N -2.816 0.986 0.315
H 1.748 2.099 4.880
H 1.832 3.742 5.567
H 1.714 3.542 3.821
H -0.331 3.483 5.765
H -1.662 1.742 5.133
H -0.084 1.243 5.759
H 1.435 0.285 2.022
H 2.940 -1.109 -1.006
H 3.165 0.072 0.270
H 3.813 -1.758 1.355
H 1.588 -3.183 -0.018
H 2.151 -3.696 1.557
H 3.316 -3.731 0.242
H 1.468 -1.950 -2.000
H -0.060 -1.644 -2.780
H 0.536 0.628 -3.385
H 2.137 0.506 -2.680
H 2.886 -0.588 -4.637
H 1.512 -1.716 -4.562
H 1.898 0.223 -6.518
H 0.767 1.069 -5.483
H -1.908 -0.643 -5.538
H -1.370 0.064 -2.957
H -2.724 0.609 -2.000
H -1.796 -2.314 -1.878
H -2.559 -1.793 -3.359
H -2.771 2.002 0.241
H -3.133 0.814 1.265
O 3.402 6.485 -2.729
P 3.466 5.373 -1.740
O 4.995 5.466 -1.155
C 5.436 6.661 -0.517
C 4.876 6.795 0.886
O 3.624 4.082 -2.738
C 3.383 4.203 -4.140
C 4.658 4.532 -4.891
O 2.962 4.305 -0.566
C 1.981 4.668 0.411
C 0.896 5.583 -0.118
H 5.178 7.534 -1.121
H 6.524 6.607 -0.472
H 3.797 6.983 0.856
H 5.345 7.626 1.415
H 5.040 5.879 1.456
H 2.603 4.937 -4.337
H 3.001 3.237 -4.483
H 5.196 5.360 -4.430
H 4.438 4.794 -5.927
H 5.335 3.676 -4.886
H 2.484 5.120 1.270
H 1.535 3.735 0.765
H 1.313 6.529 -0.480
H 0.175 5.810 0.666
H 0.369 5.113 -0.952
O -11.918 -1.439 0.142
P -10.971 -0.798 -0.816
O -10.119 0.238 0.137
C -9.382 -0.266 1.240
C -8.098 -0.943 0.797
O -11.956 0.262 -1.569
C -13.375 0.176 -1.440
C -13.875 1.025 -0.287
O -9.930 -0.641 -2.106
C -9.136 -1.744 -2.555
C -9.833 -3.085 -2.451
H -9.996 -0.950 1.831
H -9.143 0.589 1.875
H -8.317 -1.877 0.269
H -7.467 -1.185 1.654
H -7.538 -0.299 0.118
H -13.692 -0.862 -1.338
H -13.803 0.546 -2.374
H -13.305 0.846 0.624
H -14.928 0.819 -0.086
H -13.768 2.085 -0.523
H -8.190 -1.759 -2.004
H -8.887 -1.546 -3.599
H -10.095 -3.320 -1.413
H -9.186 -3.879 -2.824
H -10.756 -3.084 -3.034
O 6.834 -2.996 2.853
P 8.267 -2.854 3.256
O 8.175 -2.449 4.843
C 7.534 -3.325 5.762
C 8.400 -4.522 6.106
O 8.622 -1.391 2.614
C 7.752 -0.777 1.675
C 6.748 0.123 2.370
O 9.898 -3.151 3.303
C 10.421 -4.471 3.105
C 9.651 -5.287 2.089
H 6.566 -3.649 5.369
H 7.341 -2.745 6.665
H 8.497 -5.189 5.242
H 7.965 -5.097 6.924
H 9.402 -4.202 6.394
H 7.257 -1.528 1.058
H 8.370 -0.178 1.004
H 6.266 -0.377 3.212
H 5.975 0.449 1.668
H 7.243 1.007 2.774
H 10.465 -4.993 4.064
H 11.451 -4.352 2.767
H 8.608 -5.430 2.399
H 10.105 -6.269 1.968
H 9.642 -4.785 1.119
*
```